# 1
The following is a DFT calculation (wB97M-V/def2-TZVPD) of a cluster of 2 separate species, CH5N2 in total.

Structure (XYZ):
```
8
Properties=species:S:1:pos:R:3:forces:R:3
C -0.161958 0.596098 0.322912 -0.65 -0.54 -1.11
N -0.030423 -0.505112 1.088371 1.19 0.29 -3.03
N -0.027391 0.619879 -0.974347 1.32 -6.15 0.92
H -0.540167 1.588735 0.626848 0.32 -0.64 0.95
H -0.076169 -0.483246 2.074845 -0.07 0.20 0.96
H 0.493843 -1.302686 0.626084 -1.09 1.24 1.03
H -0.180057 1.335940 -1.584135 -0.54 2.44 -1.79
H 0.274269 -1.077600 -2.064984 -0.50 3.16 2.07
```
Forces are in eV/Å.

Its HOMO-LUMO gap (alpha / beta) is 8.09 / 8.09 eV. Its energy above the lowest of the compared OMol25 structures with the same formula, charge and spin is 502.5 kJ/mol. Its charge is +1. As for the HOMO energy (alpha / beta): -0.5916 / -0.5917 Eh.

# 2
The following is a DFT calculation (wB97M-V/def2-TZVPD) of a cluster of 12 separate species, C42H117N9O12 in total.

Structure (XYZ):
```
180
Properties=species:S:1:pos:R:3:forces:R:3
C 5.699896 2.764018 -0.201777 -0.09 0.21 1.06
C 5.349231 1.309240 -0.459967 0.08 -0.56 -0.08
C 5.810385 0.417629 0.697343 0.84 1.15 1.00
O 7.230969 0.533925 0.781984 0.46 -0.50 -0.73
C 7.820158 -0.456821 1.608472 -1.14 1.08 0.55
N 3.890154 1.265004 -0.667106 0.00 -0.47 0.68
H 5.038502 3.084817 0.616595 -0.32 0.11 -0.29
H 5.532175 3.418589 -1.052902 0.05 -0.09 -0.09
H 6.665101 2.948494 0.271767 0.34 -0.34 -0.63
H 5.834180 0.872967 -1.338810 0.03 0.41 -0.18
H 5.456341 -0.616686 0.647569 0.07 -0.02 -0.26
H 5.512024 0.835490 1.672767 -0.85 -0.16 -0.17
H 7.500822 -1.432281 1.237654 0.71 -0.31 0.11
H 7.434741 -0.328289 2.633066 -0.18 -0.26 0.00
H 8.875331 -0.223078 1.716003 0.18 -0.52 -0.60
H 3.605187 0.315437 -0.899774 0.17 0.01 -0.31
H 3.528401 1.324111 0.286799 -0.37 0.38 -0.18
C 1.197954 4.081544 -0.819283 -0.38 0.09 -0.99
C 1.821801 5.147600 0.085616 -0.82 -0.74 -0.12
C 1.578881 6.579087 -0.378904 0.07 -1.26 -0.90
O 0.181536 6.787855 -0.442131 0.50 0.70 0.20
C -0.118456 7.996307 -1.110474 -0.12 0.00 -0.21
N 1.239886 4.891637 1.411041 0.80 0.24 0.29
H 1.543112 4.190403 -1.854415 0.09 -0.06 0.04
H 0.105966 4.116447 -0.874746 -0.01 0.46 0.20
H 1.391785 3.059229 -0.500420 0.52 0.16 0.23
H 2.901756 4.989458 0.011742 0.03 -0.06 0.68
H 2.001208 6.629159 -1.393748 0.00 0.34 -0.03
H 2.136353 7.272759 0.258784 -0.38 0.26 0.13
H 0.171001 7.949397 -2.167135 -0.10 -0.18 -0.05
H 0.411990 8.865326 -0.707404 -0.05 -0.09 0.34
H -1.192735 8.147005 -1.033591 0.01 0.08 -0.02
H 0.338965 5.360606 1.424004 -0.02 -0.05 0.11
H 1.814398 5.328863 2.125895 -0.17 0.02 0.07
C -4.447397 3.348843 -1.040575 0.56 -0.72 -0.14
C -4.007342 3.325992 0.412883 0.51 0.84 -0.13
C -3.162129 4.613543 0.689841 -0.19 0.12 -1.10
O -3.133706 5.005719 2.041138 -0.01 0.14 0.10
C -2.374417 4.142114 2.871545 0.87 -0.49 -0.31
N -5.160724 3.349268 1.326418 0.59 -0.44 -0.19
H -3.585662 3.151958 -1.684791 0.01 0.28 -0.09
H -4.894636 4.302278 -1.323974 -0.12 -0.05 0.02
H -5.121239 2.518199 -1.259695 -0.25 0.15 0.12
H -3.376210 2.445284 0.563943 -0.28 -0.17 0.26
H -3.672122 5.371120 0.083453 -0.22 0.44 0.71
H -2.166344 4.650716 0.227588 0.20 -0.69 0.29
H -1.294321 4.339416 2.855971 -0.08 0.44 -0.18
H -2.420734 3.104922 2.529994 -0.39 -0.06 0.25
H -2.690280 4.226276 3.908206 -0.31 0.02 -0.09
H -4.790148 3.873814 2.117932 -0.61 -0.09 0.28
H -5.863802 3.942124 0.895537 -0.11 -0.03 0.14
C 1.156093 -0.396232 -5.124399 -1.69 0.77 -1.00
C 1.537156 1.011770 -4.646706 0.60 -1.18 -0.83
C 0.304670 1.889724 -4.566069 0.23 0.04 -0.19
O -0.369884 2.006363 -5.822730 -0.29 -0.31 0.45
C 0.200942 2.883933 -6.733771 1.51 0.81 -1.18
N 2.181597 0.851277 -3.368961 -0.14 0.67 0.63
H 0.279823 -0.765480 -4.578830 0.80 -0.21 0.56
H 1.967612 -1.109116 -5.227089 0.08 -0.01 0.34
H 0.672729 -0.281226 -6.104163 0.50 -0.06 -0.22
H 2.169212 1.399156 -5.465006 0.26 0.30 0.35
H 0.536597 2.911709 -4.246081 0.12 -0.12 0.37
H -0.392657 1.409827 -3.876409 -0.07 0.21 0.09
H -0.465913 3.099144 -7.566494 -0.39 -0.15 0.29
H 1.128992 2.527319 -7.209340 -0.22 -0.65 0.12
H 0.576848 3.844216 -6.349499 -0.68 -0.01 0.64
H 2.945898 0.184844 -3.358720 0.02 0.29 -0.36
H 2.470831 1.693773 -2.886040 0.03 0.03 -0.11
C 2.541746 -3.622330 -0.631549 0.79 -1.76 -1.31
C 2.980604 -2.403431 -1.423885 -2.60 1.30 0.74
C 3.828466 -2.606415 -2.653403 0.38 -1.12 0.96
O 4.068049 -1.387728 -3.319456 0.28 -0.22 0.20
C 4.927742 -1.537377 -4.438511 -0.34 0.31 -0.29
N 1.663528 -1.737950 -1.773605 1.23 -0.62 -0.38
H 2.029787 -3.375702 0.290008 0.32 0.07 0.14
H 3.344628 -4.365719 -0.533340 0.30 0.51 0.87
H 1.870057 -4.283123 -1.201530 -0.43 0.64 -0.21
H 3.355595 -1.669118 -0.701795 0.92 -0.30 -0.20
H 3.327902 -3.363139 -3.275229 -0.10 0.32 -0.38
H 4.753583 -3.099094 -2.320059 0.28 0.29 -0.20
H 4.840246 -0.644559 -5.059236 -0.27 0.01 0.05
H 4.585050 -2.400071 -5.013110 0.33 -0.07 -0.16
H 5.988964 -1.593372 -4.186463 -0.07 -0.41 0.34
H 1.913991 -0.996461 -2.421320 -0.68 0.40 0.15
H 1.137971 -2.419127 -2.318881 0.38 0.44 0.10
C -0.263074 -4.787934 2.158488 1.10 0.05 -0.50
C -1.584043 -4.090399 1.929090 -0.65 0.39 1.01
C -2.705611 -4.739047 2.716706 -0.99 -0.95 -0.03
O -3.014269 -6.044368 2.226480 0.37 0.28 -0.66
C -4.203518 -6.572828 2.742754 0.04 -0.06 0.69
N -1.523607 -2.710143 2.426915 0.54 0.30 -0.13
H 0.552850 -4.336751 1.583569 -0.30 0.16 -0.23
H -0.254124 -5.824448 1.834792 -0.23 -0.13 0.29
H 0.120806 -4.725717 3.177985 -0.58 -0.02 0.21
H -1.897193 -4.080615 0.888594 0.24 -0.39 -0.24
H -3.638597 -4.173480 2.584474 0.20 0.41 0.20
H -2.488782 -4.834032 3.787197 0.19 0.37 0.01
H -4.043763 -6.866156 3.789474 -0.12 -0.26 -0.07
H -4.481691 -7.430029 2.133856 0.06 -0.09 0.10
H -5.051155 -5.875227 2.768225 0.18 0.23 -0.32
H -2.437281 -2.283039 2.525628 -0.11 -0.23 -0.03
H -1.023724 -2.133991 1.752958 0.18 0.03 0.14
C -3.307598 1.722443 6.050103 1.12 -0.10 0.04
C -3.666360 1.104318 4.711449 -0.22 0.82 -0.46
C -2.485682 0.290392 4.149658 -0.28 0.34 0.01
O -1.380628 1.172344 4.001404 0.16 -0.14 -0.47
C -0.156541 0.501602 3.611826 -1.82 -0.06 0.53
N -4.923754 0.367129 4.826417 0.13 -0.37 0.17
H -4.021432 2.414851 6.494577 -0.43 -0.30 -0.18
H -2.392305 2.307589 5.918511 0.01 -0.08 0.04
H -3.063461 0.910455 6.740316 -0.22 0.14 0.23
H -3.784721 1.940438 4.000899 0.06 -0.06 -0.06
H -2.737482 -0.077546 3.144638 -0.19 -0.27 0.12
H -2.241934 -0.553756 4.807160 0.03 -0.04 -0.03
H -0.320684 -0.249134 2.833214 -0.12 0.14 -0.11
H 0.117045 -0.052511 4.512329 0.99 0.18 -0.14
H 0.477607 1.291014 3.219916 0.48 -0.17 0.43
H -5.632647 1.053725 5.063955 0.00 -0.10 0.28
H -5.257885 0.022867 3.927179 0.46 0.11 0.15
C 2.480830 -2.692084 3.017976 -0.07 -0.71 -0.78
C 3.027797 -1.329509 3.336315 -0.51 0.60 0.08
C 4.459324 -1.390484 3.858189 0.47 1.23 -0.08
O 4.585459 -2.317143 4.902604 -0.34 -0.05 -0.09
C 5.673489 -2.115380 5.761231 0.07 -0.02 0.62
N 2.941268 -0.488763 2.136628 0.67 -0.32 -0.29
H 1.459315 -2.746355 2.636213 -0.21 0.72 0.50
H 2.555637 -3.399147 3.840783 0.17 0.05 0.01
H 3.026008 -3.062570 2.140973 0.45 -0.21 0.36
H 2.432753 -0.791154 4.085312 -0.02 -0.68 0.49
H 4.723689 -0.370934 4.192184 -0.19 -0.03 0.35
H 5.217601 -1.534909 3.076059 -0.29 -0.65 -0.28
H 5.841618 -3.068084 6.263751 0.33 -0.04 -0.22
H 5.475018 -1.410363 6.580788 -0.32 0.23 -0.27
H 6.571209 -1.749433 5.254180 0.04 -0.29 -0.18
H 3.039980 0.482554 2.404705 -0.19 0.07 -0.10
H 2.039394 -0.639055 1.685719 0.01 0.28 0.12
C -1.756656 -2.304261 -3.525430 -0.65 0.12 0.30
C -0.988518 -3.491410 -2.974588 -0.43 -0.11 -0.54
C -1.827137 -4.219952 -1.903817 0.48 0.00 -1.06
O -1.043202 -5.322649 -1.496194 -0.26 -0.26 0.31
C -1.658574 -6.249211 -0.606979 -0.15 -0.56 0.01
N -0.686421 -4.386116 -4.117775 -0.23 0.17 0.83
H -2.200103 -1.745242 -2.702612 0.41 0.50 0.03
H -2.650305 -2.578187 -4.101124 0.24 -0.50 -0.10
H -1.151543 -1.693904 -4.192945 -0.12 0.03 0.32
H -0.030621 -3.165901 -2.566953 -0.72 -0.35 0.08
H -2.726463 -4.497911 -2.476226 -0.14 -0.50 0.36
H -2.161813 -3.601287 -1.070536 0.27 0.23 0.12
H -1.512807 -7.285812 -0.927447 -0.04 0.18 -0.61
H -2.727986 -6.082163 -0.479522 -0.02 0.14 -0.12
H -1.214975 -6.251367 0.378443 0.05 0.47 0.01
H -0.427483 -5.277890 -3.700322 0.05 -0.07 -0.28
H -1.592129 -4.522955 -4.560958 0.19 -0.27 -0.26
C -4.354021 0.518293 -3.902689 0.01 -0.22 -0.35
C -3.493050 1.136884 -5.028178 -0.41 -0.16 2.10
O -2.812116 2.233151 -4.405407 0.22 -0.13 -0.49
H -4.778252 -0.456493 -4.160809 -0.18 0.19 -0.32
H -5.154548 1.231108 -3.703633 -0.12 -0.17 0.20
H -3.814304 0.332261 -2.972598 0.33 0.32 -0.12
H -4.208483 1.496319 -5.768689 0.43 -0.09 -0.51
H -2.753049 0.422631 -5.388423 -0.19 -0.02 -0.44
H -1.922033 2.230601 -4.792012 -0.41 0.39 -0.14
C -4.850039 -1.333593 1.062578 -0.53 -1.30 -0.22
C -6.128590 -0.520982 1.134661 1.21 0.58 0.67
O -5.915831 0.378321 2.242773 -0.77 0.21 -1.18
H -4.634715 -1.843979 2.003724 -0.24 0.11 0.15
H -3.980872 -0.724612 0.844740 0.03 0.28 -0.26
H -4.960095 -2.128430 0.318326 0.28 0.05 -0.19
H -7.042508 -1.078469 1.326326 0.15 -0.27 0.05
H -6.243832 0.009645 0.185032 -0.21 0.20 0.13
H -5.577891 1.204351 1.860340 -0.12 0.39 0.30
C -1.246169 0.200127 -0.759725 0.16 1.12 -0.09
C 0.060862 0.350709 0.031162 -1.68 0.07 -0.03
O 0.438549 -0.897438 0.576842 0.46 -0.21 0.45
H -1.862635 -0.553643 -0.283980 0.12 -0.73 -0.43
H -1.039898 0.126848 -1.827519 -0.41 -0.65 0.01
H -1.872539 1.089512 -0.620170 0.27 0.27 -0.24
H -0.273223 1.013430 0.833818 0.90 -0.10 0.43
H 0.826614 0.838241 -0.573690 0.21 -0.17 0.09
H 0.908007 -1.426902 -0.110419 -0.30 0.57 -0.40
```
Forces are in eV/Å.

Its HOMO-LUMO gap is 8.91 eV. As for the SMILES: COC[C@H](C)N.COC[C@H](C)N.COC[C@H](C)N.COC[C@H](C)N.COC[C@H](C)N.COC[C@H](C)N.COC[C@H](C)N.COC[C@H](C)N.COC[C@H](C)N.CCO.CCO.CCO. Its energy above the lowest of the compared OMol25 structures with the same formula, charge and spin is 204.4 kJ/mol. Its charge is 0. As for the HOMO energy: -0.3083 Eh.

# 3
The following is a DFT calculation (wB97M-V/def2-TZVPD) of a cluster of 3 separate species, C13H32F5N4O8P2 in total.

Structure (XYZ):
```
64
Properties=species:S:1:pos:R:3:forces:R:3
N -0.968334 1.974258 1.440027 0.34 0.26 -0.26
C -1.874764 2.705303 0.554227 -0.24 -0.65 0.71
C -2.969985 1.812794 -0.086090 0.06 0.16 -0.67
C -2.775513 1.516638 -1.590836 -0.05 0.48 0.15
C -1.311678 1.205820 -1.906340 0.34 0.77 0.29
N -1.090979 0.471487 -3.194661 -0.11 -0.61 -1.07
C -1.550604 -0.793951 -3.213426 0.22 0.60 -0.53
N -2.686538 -1.107514 -3.857318 -0.45 -0.60 -0.04
N -0.762117 -1.728753 -2.607858 -0.94 1.53 1.62
C -1.315992 -2.428782 -1.456818 1.16 -1.36 -0.22
F -1.297312 -3.732890 -1.747208 -0.41 -0.10 0.00
F -2.564888 -2.060132 -1.163322 -0.22 0.24 -0.37
C -0.453211 -2.267517 -0.159884 -0.69 -1.18 0.92
F -0.817504 -1.193956 0.536079 0.47 0.37 -0.49
F 0.847515 -2.283484 -0.424970 -0.05 0.60 -0.21
F -0.725251 -3.326127 0.605208 0.08 0.16 -0.11
H -1.444729 1.264616 1.974534 -0.05 -0.05 0.08
H -0.194617 1.561000 0.943449 0.07 -0.17 0.04
H -2.354852 3.465506 1.165911 -0.03 0.15 -0.06
H -1.270829 3.233470 -0.179070 -0.05 0.11 -0.10
H -3.920190 2.329149 0.032617 -0.19 -0.16 -0.08
H -3.053618 0.848889 0.414383 0.11 0.08 0.39
H -3.076621 2.420476 -2.123190 0.14 -0.02 -0.29
H -3.453250 0.739775 -1.941086 -0.02 -0.21 0.17
H -0.792918 2.151652 -2.020535 0.26 -0.04 -0.11
H -0.813353 0.713623 -1.075996 0.00 -0.45 -0.12
H -1.503392 0.970766 -3.974619 -0.11 0.45 0.19
H -2.856196 -0.885915 -4.824198 -0.01 0.69 0.04
H -3.457686 -1.541275 -3.374223 0.30 -0.77 -0.02
H 0.136980 -1.295300 -2.410066 0.09 -0.19 0.21
C 4.912397 -4.110154 -1.945507 -0.10 0.06 0.08
O 4.231102 -4.200000 -3.216423 2.03 -2.09 0.91
P 3.879012 -5.734379 -3.766762 -5.34 0.57 -3.14
O 3.682364 -5.484713 -5.213666 0.94 0.18 0.51
O 2.492134 -5.863925 -2.940095 0.21 -0.43 0.33
C 1.594976 -4.778663 -2.853141 0.08 0.26 0.10
O 4.069642 -7.358562 -3.654605 2.19 1.60 1.64
C 5.397302 -7.859416 -3.924493 0.11 -0.12 -0.30
H 4.974991 -3.060275 -1.670358 -0.04 0.01 -0.09
H 4.369254 -4.654348 -1.166643 -0.01 0.03 -0.04
H 5.922414 -4.512253 -2.026969 0.02 0.07 0.05
H 1.594599 -4.178556 -3.765445 0.04 -0.02 -0.04
H 1.864584 -4.149374 -1.999896 -0.03 0.09 -0.05
H 0.594145 -5.170690 -2.685201 0.07 -0.20 -0.04
H 6.123195 -7.438215 -3.229190 0.02 -0.09 0.04
H 5.689749 -7.621278 -4.948170 -0.05 0.03 0.01
H 5.375058 -8.937990 -3.802824 -0.13 0.02 0.05
C 0.092989 6.730540 6.393931 -0.11 0.07 0.10
O -0.578137 6.689445 5.113994 2.00 -2.25 0.84
P -1.014185 5.192379 4.543116 -5.43 1.18 -3.18
O -1.177264 5.474985 3.092718 0.95 -0.03 0.51
O -2.405758 5.120560 5.352191 0.23 -0.51 0.27
C -3.255343 6.254418 5.472684 0.06 0.27 0.11
O -0.913040 3.552465 4.611905 2.26 1.25 1.68
C 0.385594 2.986547 4.349032 0.13 0.03 -0.29
H 0.211198 7.772712 6.676776 -0.06 0.02 -0.09
H -0.490215 6.213858 7.161468 -0.02 0.03 -0.04
H 1.079193 6.271188 6.319878 0.03 0.07 0.03
H -3.220379 6.882110 4.582794 0.05 -0.02 -0.03
H -2.968360 6.841620 6.345820 0.00 0.07 -0.05
H -4.272356 5.897973 5.619884 0.06 -0.15 -0.03
H 1.123622 3.343152 5.068982 -0.01 -0.10 0.06
H 0.703798 3.242782 3.338084 -0.05 -0.01 0.00
H 0.304146 1.906429 4.431411 -0.13 0.03 0.05
```
Forces are in eV/Å.

Its HOMO-LUMO gap is 6.42 eV. Its charge is +1. As for the HOMO energy: -0.4253 Eh.